1.
Formula: C62H47AsGeIrN4S3
Source: the Open Molecules 2025 dataset
Level of theory: ωB97M-V/def2-TZVPD

Geometry as ORCA input:
```
! wB97M-V def2-TZVPD RIJCOSX def2/J DEFGRID3
* xyz 0 6
Ir 0.0108 0.1885 0.2844
S 1.4831 -1.3392 7.2553
C 3.0921 -1.8453 7.5493
C 3.7030 -2.2472 6.4032
C 2.8542 -2.1471 5.2677
C 1.6072 -1.6712 5.5678
C 0.4956 -1.3812 4.6632
C 0.7451 -1.1790 3.3032
N -0.1760 -0.8542 2.4218
C -1.4654 -0.6654 2.8408
C -1.8210 -0.8808 4.2007
C -3.2012 -0.7157 4.5710
C -4.1339 -0.3965 3.6528
C -3.7941 -0.1941 2.2607
C -4.7364 0.0137 1.2781
C -4.3276 0.0740 -0.0854
C -2.9777 0.0877 -0.3444
N -2.0271 0.0037 0.6031
C -2.4229 -0.2694 1.9030
C -5.3172 0.0925 -1.1639
C -6.6318 0.4630 -1.0936
C -7.3203 0.3385 -2.3318
C -6.5262 -0.1399 -3.3247
S -4.9422 -0.4601 -2.7572
C -0.8261 -1.2335 5.0926
H 3.4912 -1.8265 8.5497
H 4.7188 -2.6127 6.3663
H 3.1569 -2.4350 4.2704
H 1.7541 -1.2799 2.9192
H -3.4772 -0.8703 5.6073
H -5.1752 -0.3034 3.9364
H -5.7856 0.0367 1.5410
H -2.6121 0.1872 -1.3603
H -7.0931 0.8391 -0.1921
H -8.3592 0.5986 -2.4723
H -6.7802 -0.3296 -4.3544
H -1.0846 -1.3962 6.1338
S 4.4697 0.6112 1.1421
C 4.3210 -0.3159 -0.3205
C 5.3332 -0.9175 -1.0554
C 4.9888 -1.6184 -2.1984
C 3.6527 -1.7102 -2.5911
C 2.6466 -1.1087 -1.8579
C 2.9796 -0.4013 -0.7057
N 2.1041 0.2477 0.1567
C 2.7387 0.8228 1.1803
C 2.0607 1.4773 2.2345
C 2.6468 1.5055 3.5273
C 1.9097 1.8030 4.6323
C 0.5244 2.0891 4.4947
C -0.0488 2.1610 3.2638
C 0.7044 1.9451 2.0647
H 6.3651 -0.8400 -0.7394
H 5.7596 -2.0969 -2.7870
H 3.3935 -2.2635 -3.4852
H 1.6097 -1.1975 -2.1515
H 3.6806 1.2017 3.6446
H 2.3655 1.7806 5.6131
H -0.0730 2.2874 5.3752
H -1.0850 2.4590 3.1862
C -0.5785 -1.8167 -6.3311
C -1.7160 -1.2409 -5.7863
C -1.6098 -0.3458 -4.7297
C -0.3631 -0.0212 -4.2070
C 0.7759 -0.6029 -4.7562
C 0.6686 -1.4935 -5.8146
As -0.2073 1.2298 -2.6893
C 1.1917 2.3315 -3.4772
C 2.5617 2.1760 -3.3497
C 3.4131 3.0735 -3.9836
C 2.8884 4.1162 -4.7368
C 1.5152 4.2734 -4.8610
C 0.6561 3.3816 -4.2300
C -0.8190 3.4699 -4.2216
C -1.5803 4.4085 -4.9047
C -2.9581 4.4324 -4.7430
C -3.5822 3.5373 -3.8856
C -2.8289 2.5862 -3.2068
C -1.4596 2.5384 -3.3978
H -0.6617 -2.5079 -7.1596
H -2.6927 -1.4814 -6.1868
H -2.5083 0.0994 -4.3201
H 1.7589 -0.3383 -4.3865
H 1.5636 -1.9283 -6.2419
H 2.9755 1.3704 -2.7543
H 4.4851 2.9620 -3.8825
H 3.5539 4.8171 -5.2240
H 1.1186 5.0984 -5.4392
H -1.1048 5.1407 -5.5443
H -3.5440 5.1754 -5.2678
H -4.6543 3.5771 -3.7399
H -3.3227 1.8979 -2.5346
C 0.3150 -4.4277 -1.6324
Ge 0.1908 -3.3197 -0.0227
C 1.8823 -3.4730 0.9521
C -1.2711 -3.9728 1.1016
C -0.1860 -1.5343 -0.6801
H 0.4733 -5.4722 -1.3591
H 1.1519 -4.1026 -2.2524
H -0.5994 -4.3586 -2.2225
H 2.2310 -4.5046 0.8796
H 1.7516 -3.2353 2.0073
H 2.6492 -2.8232 0.5289
H -1.0076 -4.9469 1.5173
H -2.1829 -4.0789 0.5133
H -1.4658 -3.2828 1.9227
H -0.7653 -1.5208 -1.6066
N -1.1050 6.7535 -2.3397
C -0.8568 5.8092 -1.7294
C -0.5124 4.6652 -0.9424
C -1.4802 3.9959 -0.1843
C -1.1161 2.9930 0.6804
C 0.2508 2.5999 0.8404
C 1.1966 3.2281 -0.0344
C 0.8242 4.2369 -0.8794
H -2.5192 4.2870 -0.2672
H -1.8814 2.5195 1.2792
H 2.2414 2.9568 0.0262
H 1.5705 4.7311 -1.4886
*
```

Calculated values
⟨S²⟩ = 8.842
HOMO (alpha / beta) = -0.1891 / -0.2819 Ha
energy above the lowest of the compared OMol25 structures with the same formula, charge and spin = 0.0 kcal per mole
frontier orbital gap (alpha / beta) = 0.176 / 0.214 Eh
total energy = -223714.201 eV
molar mass = 1284.0 g/mol

***

2.
Formula: C62H49As2BrF4HfP2S4Se4Si
Source: the Open Molecules 2025 dataset
Level of theory: ωB97M-V/def2-TZVPD

Geometry as ORCA input:
```
! wB97M-V def2-TZVPD RIJCOSX def2/J DEFGRID3
* xyz -2 1
Hf -0.8257 -1.0686 -1.1163
F 7.6821 -2.7977 2.2130
C 6.6455 -2.0485 1.8189
C 6.8388 -0.7282 1.4679
F 8.0668 -0.1958 1.5207
C 5.7506 0.0308 1.0676
F 6.0122 1.3042 0.7525
C 4.4596 -0.4745 0.9950
P 3.0232 0.6075 0.4968
C 3.6757 1.4450 -0.9771
C 4.5982 0.8769 -1.8484
C 4.9345 1.5167 -3.0287
C 4.3471 2.7286 -3.3590
C 3.4030 3.2877 -2.5117
C 3.0604 2.6434 -1.3345
C 3.3211 1.8470 1.8495
C 3.9084 3.1004 1.7465
C 4.0302 3.9178 2.8593
C 3.5725 3.4942 4.1004
C 2.9838 2.2427 4.2149
C 2.8517 1.4349 3.0959
C 4.2889 -1.8132 1.3692
Br 2.6043 -2.6469 1.4355
C 5.3698 -2.5847 1.7705
F 5.2305 -3.8625 2.1375
H 5.0307 -0.0918 -1.6263
H 5.6284 1.0441 -3.7103
H 4.5891 3.2108 -4.2952
H 2.8955 4.2039 -2.7821
H 2.2795 3.0561 -0.7028
H 4.2858 3.4420 0.7908
H 4.4864 4.8938 2.7544
H 3.6584 4.1413 4.9650
H 2.6095 1.8984 5.1710
H 2.3543 0.4736 3.1859
S 2.0356 0.0845 -5.0507
As 0.8867 -0.4397 -3.3902
S 1.7300 -1.5797 -1.7378
S -0.0286 1.1671 -2.1779
S -0.9123 -1.6747 -3.6422
Se -0.1575 -0.2774 1.3731
Se -2.2690 -1.2253 1.7310
Se -1.9715 -3.5520 1.5599
Se -1.2241 -3.6880 -0.6726
C 0.6567 5.1198 2.8879
C -0.5124 5.8299 3.5467
As 0.0673 7.3789 4.5975
C 1.1807 6.4130 5.8849
C 0.7018 5.3241 6.6095
C 1.5237 4.6626 7.5058
C 2.8355 5.0834 7.6921
C 3.3233 6.1592 6.9707
C 2.4959 6.8191 6.0680
C -1.5122 7.5558 5.7372
C -2.7746 7.1623 5.3070
C -3.8846 7.3409 6.1243
C -3.7440 7.9134 7.3774
C -2.4876 8.3117 7.8129
C -1.3821 8.1371 6.9963
P 0.2303 3.8278 1.6283
C -0.5971 4.8026 0.3235
C -0.5619 6.1945 0.2358
C -1.0653 6.8491 -0.8794
C -1.6044 6.1236 -1.9327
C -1.6256 4.7389 -1.8675
C -1.1184 4.0913 -0.7534
C -1.1420 3.0287 2.5548
C -0.8059 2.5091 3.8050
C -1.7482 1.8443 4.5713
C -3.0395 1.6681 4.0903
C -3.3805 2.1538 2.8369
C -2.4380 2.8383 2.0822
H 1.2640 4.6057 3.6353
H 1.3504 5.8206 2.4063
H -1.0489 5.1491 4.2120
H -1.2293 6.1879 2.8037
H -0.3204 4.9882 6.4735
H 1.1434 3.8128 8.0577
H 3.4772 4.5624 8.3903
H 4.3476 6.4833 7.1002
H 2.8826 7.6585 5.5005
H -2.9091 6.6989 4.3381
H -4.8590 7.0200 5.7791
H -4.6085 8.0446 8.0152
H -2.3666 8.7556 8.7928
H -0.4036 8.4419 7.3511
H -0.1306 6.7880 1.0341
H -1.0274 7.9303 -0.9248
H -1.9871 6.6336 -2.8063
H -2.0145 4.1486 -2.6857
H -1.0951 3.0081 -0.7469
H 0.2091 2.6000 4.1746
H -1.4667 1.4368 5.5343
H -3.7664 1.1218 4.6770
H -4.3741 1.9910 2.4408
H -2.7174 3.2167 1.1079
C -6.4745 3.3666 -0.6140
C -5.0981 3.4861 -0.5419
C -4.2972 2.3724 -0.7732
C -4.8176 1.1262 -1.0801
C -6.2150 1.0374 -1.1668
C -7.0302 2.1311 -0.9351
Si -3.7437 -0.3874 -1.5263
C -4.2166 -0.4389 -3.3832
C -3.5162 0.4378 -4.2207
C -3.8366 0.5868 -5.5590
C -4.8685 -0.1601 -6.1122
C -5.5700 -1.0437 -5.3086
C -5.2501 -1.1719 -3.9617
C -4.7361 -1.8391 -0.7706
C -5.4488 -1.7127 0.4266
C -6.0967 -2.7865 1.0177
C -6.0508 -4.0384 0.4209
C -5.3452 -4.1957 -0.7627
C -4.6980 -3.1129 -1.3395
H -7.1112 4.2243 -0.4336
H -4.6332 4.4383 -0.3113
H -3.2220 2.4939 -0.7396
H -6.6735 0.0903 -1.4268
H -8.1053 2.0223 -1.0120
H -2.6734 0.9908 -3.8156
H -3.2597 1.2635 -6.1779
H -5.1121 -0.0618 -7.1636
H -6.3739 -1.6381 -5.7292
H -5.8295 -1.8599 -3.3582
H -5.5032 -0.7448 0.9153
H -6.6313 -2.6462 1.9505
H -6.5468 -4.8835 0.8830
H -5.2782 -5.1691 -1.2331
H -4.1265 -3.2733 -2.2475
*
```

Calculated values
HOMO = -0.0892 Ha
energy above the lowest of the compared OMol25 structures with the same formula, charge and spin = 8.8 kcal per mole
frontier orbital gap = 0.209 Eh
total energy = -600176.282 eV
molar mass = 1812.4 g/mol